1.
{
  "formula": "C10H20O13Tl",
  "method": "ωB97M-V/def2-TZVPD",
  "elements": ["Tl", "O", "H", "O", "C", "O", "O", "H", "C", "O", "C", "O", "O", "C", "H", "H", "H", "H", "H", "H", "C", "O", "C", "O", "O", "C", "H", "H", "H", "H", "H", "H", "C", "O", "C", "O", "O", "C", "H", "H", "H", "H", "H", "H"],
  "xyz": [[17.9914, 16.5345, 13.7282], [20.4744, 16.8524, 9.0852], [20.9404, 17.0877, 8.2593], [17.6397, 11.1452, 20.2256], [17.1404, 12.3003, 19.9207], [17.6256, 12.9874, 19.0368], [16.1761, 12.7946, 20.5765], [16.8753, 11.0115, 20.7906], [25.4457, 14.1204, 13.2058], [25.5725, 13.8693, 14.6009], [24.5495, 13.9532, 15.3932], [23.3495, 14.1960, 15.0782], [24.8581, 13.3797, 16.5855], [23.8322, 13.2718, 17.6196], [24.4026, 14.3044, 12.9485], [25.6903, 13.3254, 12.5014], [25.9082, 15.0845, 12.9944], [24.1447, 12.6638, 18.4686], [22.9932, 12.6678, 17.2741], [23.5359, 14.2914, 17.8658], [15.8885, 22.8206, 9.3355], [14.4719, 22.5042, 9.2221], [13.9165, 21.4633, 9.8681], [14.5547, 20.5761, 10.5162], [12.5650, 21.4905, 9.7201], [11.7676, 20.5754, 10.4019], [16.1150, 22.9079, 10.3981], [16.0162, 23.8121, 8.9010], [16.6554, 22.1732, 8.9102], [12.1988, 19.5851, 10.2554], [10.7316, 20.6727, 10.0775], [11.7104, 20.8575, 11.4532], [17.9935, 8.1414, 13.8662], [18.7286, 8.2257, 12.6247], [18.9076, 9.3312, 11.9753], [18.8110, 10.4625, 12.3403], [19.4434, 9.0548, 10.7940], [19.9774, 10.0878, 9.9970], [16.9609, 8.3040, 13.5570], [18.3467, 8.9049, 14.5593], [18.1339, 7.1540, 14.3060], [20.0755, 9.7121, 8.9786], [20.9627, 10.4725, 10.2606], [19.3843, 10.9964, 9.8937]],
  "atomic_forces_ev_per_a": [[0.070, -0.046, -0.082], [0.030, 0.031, -0.029], [-0.079, -0.050, 0.139], [-0.537, -0.187, 0.074], [0.243, 1.377, 0.184], [0.238, 1.311, -1.292], [0.322, -0.089, -0.659], [-0.253, -2.390, 1.636], [-1.766, 1.486, -0.689], [1.462, -0.239, -0.349], [-5.201, -2.073, 0.505], [3.505, 0.306, 0.707], [0.455, 0.372, 0.113], [-0.358, 0.088, -1.085], [-0.278, -0.010, 0.410], [0.906, -0.271, 0.861], [0.579, -0.402, -0.121], [1.044, 0.601, -0.123], [-0.213, 0.495, -0.578], [-0.190, -0.323, 0.339], [-0.190, 0.433, 1.192], [-0.305, -0.703, -0.230], [1.573, -2.523, 1.808], [-2.148, 3.029, -2.098], [2.127, 1.772, -1.080], [-0.164, -0.657, 1.016], [0.027, -0.042, 0.031], [-0.357, -0.176, -0.108], [-0.796, -0.611, -0.347], [-0.449, -0.138, 0.263], [0.321, -0.112, -0.641], [0.393, -0.305, 0.227], [-0.067, 0.910, -0.731], [-0.158, -2.019, 0.568], [1.652, 1.067, -0.621], [-1.075, 1.294, 1.300], [0.212, -1.109, -0.863], [0.154, 1.044, -1.179], [-0.138, -0.049, 0.644], [-0.155, 0.036, -0.059], [0.116, 0.092, -0.440], [-0.083, -0.402, 0.204], [0.127, -0.555, 0.708], [-0.598, -0.263, 0.478]],
  "gap_ev": 1.20,
  "de_lowest_kj_mol": 400.3,
  "total_charge": 1
}

=====

2.
{
  "formula": "C20H60N4O8",
  "method": "ωB97M-V/def2-TZVPD",
  "elements": ["C", "O", "C", "C", "C", "N", "H", "H", "H", "H", "H", "H", "H", "H", "H", "H", "H", "C", "O", "C", "C", "C", "N", "H", "H", "H", "H", "H", "H", "H", "H", "H", "H", "H", "C", "O", "C", "C", "C", "N", "H", "H", "H", "H", "H", "H", "H", "H", "H", "H", "H", "C", "O", "C", "C", "C", "N", "H", "H", "H", "H", "H", "H", "H", "H", "H", "H", "H", "C", "C", "O", "H", "H", "H", "H", "H", "H", "C", "C", "O", "H", "H", "H", "H", "H", "H", "O", "H", "H", "O", "H", "H"],
  "xyz": [[0.1107, -8.0618, 1.5669], [1.0087, -7.3120, 0.7947], [0.3193, -6.5320, -0.1639], [1.2617, -5.5491, -0.7633], [1.8026, -4.6480, 0.3030], [0.5808, -4.7862, -1.7017], [-0.3767, -8.7195, 0.8312], [-0.5934, -7.4318, 2.0954], [0.7060, -8.6702, 2.2176], [-0.2653, -7.1779, -0.7782], [-0.5762, -6.0269, 0.2845], [2.1789, -6.0923, -1.1877], [2.4808, -5.1685, 0.9754], [0.9896, -4.1903, 0.9182], [2.2984, -3.7747, -0.1855], [1.0245, -3.8658, -1.9594], [0.2317, -5.3186, -2.4432], [-2.5750, 1.9220, -1.5023], [-2.2749, 3.2711, -1.7784], [-2.7897, 3.7604, -3.0145], [-2.5026, 5.2661, -3.2075], [-3.0537, 6.1508, -2.1001], [-2.9724, 5.6478, -4.5760], [-2.0213, 1.4540, -0.6680], [-2.3976, 1.3227, -2.3781], [-3.6355, 1.8178, -1.2689], [-2.3251, 3.1965, -3.7745], [-3.9269, 3.6577, -2.9776], [-1.4271, 5.4530, -3.0902], [-2.6338, 7.1465, -2.1692], [-2.7941, 5.7633, -1.0897], [-4.1367, 6.2573, -2.1364], [-2.7420, 6.6692, -4.7888], [-2.4002, 5.0384, -5.1417], [2.8198, 5.1488, -3.0174], [2.2988, 4.3937, -1.9412], [3.1788, 4.0085, -0.9404], [2.3006, 3.1339, 0.0091], [1.3766, 4.0540, 0.7061], [3.1784, 2.5029, 1.0681], [3.5104, 4.5402, -3.6416], [3.3514, 6.0424, -2.6555], [1.9584, 5.5746, -3.4468], [4.0004, 3.4377, -1.3610], [3.5759, 4.8389, -0.3381], [1.8444, 2.4105, -0.5900], [1.9033, 4.4696, 1.6074], [0.4902, 3.5957, 1.1758], [1.0608, 4.8341, -0.0177], [3.9605, 2.0171, 0.6423], [3.6663, 3.2948, 1.5375], [1.3439, -2.8565, 4.2585], [0.8901, -2.0471, 5.3137], [0.3514, -0.7793, 4.7963], [-0.3606, -0.0131, 5.9321], [-0.8155, 1.4185, 5.3934], [0.6059, 0.0272, 7.0890], [2.2384, -2.4827, 3.7603], [0.5472, -3.0252, 3.4425], [1.5553, -3.7821, 4.7845], [1.2547, -0.2253, 4.3869], [-0.3773, -0.9216, 3.9861], [-1.2420, -0.6790, 6.2057], [-1.7643, 1.7140, 5.9147], [-0.9866, 1.4150, 4.3203], [0.0233, 2.0794, 5.6672], [0.4148, 0.6492, 7.8270], [0.8315, -0.9226, 7.2668], [-3.7939, -2.1984, -0.9642], [-2.5777, -2.8510, -1.6005], [-2.0396, -3.6647, -0.5977], [-3.5453, -1.7777, -0.0354], [-4.5339, -2.9974, -0.7856], [-4.1520, -1.5479, -1.7190], [-1.9006, -2.1177, -2.0080], [-2.8649, -3.4071, -2.4935], [-1.2810, -4.1943, -0.9589], [0.7000, -0.9605, 0.3663], [1.9176, -0.7791, -0.4959], [1.5838, -0.8604, -1.9018], [0.3505, -1.9616, 0.2052], [-0.1034, -0.2589, -0.0590], [0.9161, -0.6822, 1.3895], [2.6138, -1.5753, -0.2794], [2.4980, 0.1376, -0.3022], [1.4800, 0.0697, -2.3050], [0.6822, 1.7975, -3.1277], [0.5897, 2.7359, -2.8739], [-0.1251, 1.3175, -3.1955], [-0.6708, -0.4719, -3.4813], [-0.2209, -1.0879, -2.9200], [-1.0812, -0.9994, -4.1409]],
  "atomic_forces_ev_per_a": [[0.267, -0.522, -1.384], [0.263, 0.914, -0.041], [-1.087, -0.275, 1.871], [2.304, -1.303, 0.489], [-0.079, 1.568, 0.725], [-0.630, 3.321, -0.582], [-0.581, -0.155, 0.589], [-0.275, 0.079, 0.224], [0.126, -0.250, 0.588], [0.240, -0.931, -1.640], [0.919, 0.478, 0.377], [-1.111, 0.314, 0.346], [0.079, 0.106, -0.091], [0.367, -0.476, -0.411], [0.044, -0.713, 0.403], [-0.618, -1.710, 0.108], [-0.320, -0.466, -1.590], [-0.672, -0.155, -0.151], [0.797, 0.718, 0.581], [-1.886, 0.886, 1.839], [0.405, 0.383, 0.520], [-0.519, -0.379, 0.628], [0.486, 1.028, 1.030], [0.137, 0.917, -0.321], [0.210, -0.512, -0.514], [-0.248, -0.011, 0.095], [0.192, -0.771, -1.419], [1.242, -0.152, -0.506], [0.255, -0.533, -0.346], [0.135, 0.279, -0.103], [-0.047, 0.076, -0.761], [-0.171, -0.109, -0.104], [-0.227, -2.065, 0.409], [-0.015, 0.356, -0.871], [1.236, -0.041, 1.302], [-0.375, 0.492, -0.673], [-0.729, -0.935, 0.788], [3.362, 0.918, 1.267], [-1.135, 0.993, 1.195], [0.077, 0.942, -0.355], [-0.697, 0.431, 0.008], [0.341, -0.288, 0.147], [-0.906, 0.036, -1.453], [0.382, -0.256, -0.055], [0.030, 0.206, -0.285], [-0.858, -1.347, -0.740], [-0.294, 0.172, -1.016], [0.211, -0.110, -0.565], [-0.018, -0.266, 0.801], [-0.118, -0.333, -0.260], [-0.665, -0.689, -0.194], [-1.137, -0.664, -0.419], [-1.290, 1.705, -0.986], [1.371, 0.095, 0.578], [0.186, -0.375, 0.136], [0.150, -1.305, 1.881], [-0.663, 0.401, -3.209], [0.176, 0.223, 0.062], [0.948, 0.187, 1.199], [0.220, -0.416, -0.538], [-1.083, -0.206, 0.437], [0.187, -0.389, 0.050], [0.630, 0.976, -0.338], [0.966, -0.028, -0.479], [0.061, -0.037, -0.041], [-0.522, 0.081, -0.321], [-0.521, 0.222, 0.989], [0.324, -0.470, 0.936], [0.020, -2.121, -1.446], [-0.673, -0.163, 0.363], [1.329, -1.074, -0.235], [0.326, 0.983, 1.051], [0.149, 0.404, -0.039], [-0.841, 1.189, -0.249], [0.626, 0.594, 0.371], [-0.338, -0.463, -0.049], [-0.493, 0.690, 0.346], [-0.986, 1.929, -1.426], [0.520, 0.575, -0.728], [-0.063, 1.484, -0.384], [-0.399, -0.574, 0.439], [0.927, -0.867, 0.835], [-0.145, -0.274, 0.331], [0.318, -0.432, -0.154], [-0.517, -0.057, 0.037], [0.256, -1.664, 1.015], [1.913, 1.143, 0.264], [-0.328, -0.845, -0.010], [-1.316, -0.258, -0.090], [-0.326, 0.959, 0.070], [0.831, -0.477, 0.840], [-0.623, -0.543, -0.992]],
  "gap_ev": 9.24,
  "de_lowest_kj_mol": 212.0,
  "total_charge": 0
}

=====

3.
{
  "formula": "C16H15N7O4S",
  "method": "ωB97M-V/def2-TZVPD",
  "elements": ["C", "C", "N", "C", "O", "O", "C", "C", "C", "C", "C", "C", "C", "C", "N", "C", "S", "N", "O", "O", "C", "C", "N", "N", "N", "N", "C", "C", "H", "H", "H", "H", "H", "H", "H", "H", "H", "H", "H", "H", "H", "H", "H"],
  "xyz": [[-4.9299, 1.0085, 2.4659], [-4.4048, 0.0860, 1.3460], [-5.5454, -0.5664, 0.6691], [-5.4814, -0.3440, -0.6625], [-6.2901, -0.8936, -1.3891], [-4.5333, 0.4656, -1.0552], [-3.7664, 0.8021, 0.1115], [-2.3312, 0.3886, -0.0785], [-1.2649, 1.2319, 0.3346], [0.0525, 0.7483, 0.3135], [0.3618, -0.5484, -0.1149], [1.7097, -1.1173, -0.0612], [1.8885, -2.3763, 0.4587], [3.1116, -2.9683, 0.5780], [4.1957, -2.3293, 0.1733], [4.1091, -1.0759, -0.3240], [5.6950, -0.2549, -0.8916], [6.1099, 1.0679, 0.0834], [6.8477, -1.1361, -0.7883], [5.6252, 0.4149, -2.1866], [2.8771, -0.4244, -0.4641], [2.8083, 0.8953, -1.0380], [3.2540, 1.9905, -0.4831], [2.8898, 2.9901, -1.2968], [2.0936, 2.6338, -2.2114], [2.0406, 1.2961, -2.0961], [-0.6979, -1.3236, -0.5870], [-1.9977, -0.8566, -0.5928], [-5.6386, 0.4887, 3.1169], [-5.4429, 1.8808, 2.0530], [-4.1391, 1.3427, 3.1049], [-3.6815, -0.6152, 1.7593], [-5.9347, -1.4557, 0.9958], [-3.7481, 1.8708, 0.2813], [-1.4337, 2.2368, 0.7526], [0.8163, 1.4284, 0.7028], [1.0224, -2.9580, 0.7736], [3.1581, -3.9889, 0.9548], [5.4886, 1.8531, -0.1713], [7.0839, 1.2525, -0.1002], [1.3412, 0.7035, -2.5642], [-0.4885, -2.3290, -0.9613], [-2.8304, -1.5150, -0.9109]],
  "atomic_forces_ev_per_a": [[-0.130, -0.207, -0.556], [-1.307, 0.152, -0.019], [1.707, 0.241, 1.637], [-3.762, -2.967, -1.113], [0.861, 0.679, -0.520], [1.031, 1.075, 0.740], [1.235, 0.239, 0.518], [1.309, 0.781, 0.172], [-0.211, -0.799, 0.041], [-0.256, 0.615, 0.334], [-1.041, 0.720, -0.222], [1.080, 0.523, -0.025], [-1.590, -0.730, 0.322], [0.479, 0.404, -0.623], [1.471, 1.318, -0.424], [-0.529, -1.146, 0.746], [4.387, 1.734, -1.481], [-2.138, -0.699, 0.884], [-1.967, -0.190, 0.665], [-2.124, -1.400, 0.235], [0.290, -1.052, -0.011], [-1.818, 1.722, -0.674], [1.246, -0.299, -0.447], [-0.141, 2.001, 0.922], [0.266, -1.225, -0.234], [-0.401, -1.829, 0.188], [0.278, -0.500, -0.271], [-1.095, -0.551, 0.190], [0.065, -0.141, -0.252], [0.026, -0.114, -0.046], [0.653, 0.332, 0.313], [-0.090, -0.228, -0.021], [0.178, 0.784, -0.414], [-0.445, 0.366, -0.239], [-0.086, -0.557, -0.349], [-0.059, -0.392, -0.197], [0.066, 0.291, 0.020], [0.508, 0.245, -0.035], [0.547, -0.480, 0.259], [0.215, -0.148, -0.125], [0.678, 0.763, 0.010], [-0.113, 0.293, 0.085], [0.727, 0.375, 0.017]],
  "gap_ev": 9.21,
  "de_lowest_kj_mol": 0.0,
  "total_charge": 0
}

=====

4.
{
  "formula": "C5H10O",
  "method": "ωB97M-V/def2-TZVPD",
  "elements": ["O", "C", "C", "C", "C", "C", "H", "H", "H", "H", "H", "H", "H", "H", "H", "H"],
  "xyz": [[1.7298, 0.0214, -0.6314], [0.1743, -0.0659, -1.0737], [-0.5603, 1.1051, -0.4152], [0.0563, 0.8614, 0.9627], [-0.3723, -0.6118, 1.1789], [-0.2584, -1.2543, -0.2406], [2.1277, 0.0114, -1.5874], [0.0666, -0.1377, -2.1843], [-0.4484, 2.0919, -0.8777], [-1.6493, 0.9099, -0.3481], [-0.1740, 1.5717, 1.7465], [1.1559, 0.9155, 0.7536], [0.2524, -1.1293, 1.9075], [-1.4118, -0.6498, 1.5358], [0.5532, -1.9755, -0.3140], [-1.1880, -1.7470, -0.5599]],
  "atomic_forces_ev_per_a": [[-1.237, -0.212, -5.618], [1.046, 0.025, 0.013], [0.219, 0.143, 0.228], [0.515, 0.256, 0.071], [0.134, 0.059, 0.219], [0.097, -0.166, 0.193], [-0.560, -0.005, 2.766], [0.454, -0.073, 0.919], [0.397, -0.208, 0.150], [0.433, -0.108, -0.364], [-0.480, -0.050, 0.198], [-1.241, 0.196, 1.132], [-0.056, 0.018, -0.007], [0.260, -0.001, -0.068], [-0.172, -0.224, 0.218], [0.192, 0.348, -0.052]],
  "gap_ev": 11.24,
  "de_lowest_kj_mol": 142.4,
  "total_charge": 0
}

=====

> What is the formula in the fourth record?

C5H10O